[1]
30
Properties=species:S:1:pos:R:3 method="wB97M-V/def2-TZVPD" gap_ev="9.14 / 6.64" total_energy_ha=-529.18291 relative_energy_kj_mol=340.45 spin_multiplicity=1 e_lumo_ev="0.5 / 0.4"
B -0.88684 0.10513 -1.41194
C 1.52508 0.65202 -2.24545
C 1.29496 0.99729 -1.00973
C -3.93568 -3.27569 -2.13688
C -2.66282 -3.08860 -2.30778
C 0.12505 1.15996 -1.97304
C 1.36016 0.68747 0.43146
C -0.12629 0.45798 0.90017
C 2.19509 -0.59373 0.58345
C 2.04238 1.82320 1.20422
C -0.84936 1.77967 1.15829
C -0.23017 -0.43163 2.13741
O -0.87247 -0.22516 -0.15326
H 2.18366 0.33544 -3.01452
H -4.47307 -4.19534 -2.40172
H -4.57104 -2.51483 -1.70158
H -1.91661 -3.74232 -2.71991
H -0.15604 2.13974 -2.34440
H 2.41671 -0.78495 1.63063
H 3.13336 -0.47994 0.04520
H 1.66232 -1.44657 0.16721
H 3.09282 1.85844 0.92536
H 1.97913 1.65735 2.27653
H 1.59720 2.78573 0.97240
H -0.72922 2.45460 0.31651
H -0.47658 2.25242 2.06119
H -1.91129 1.58283 1.28621
H -1.26616 -0.46326 2.46525
H 0.37990 -0.04017 2.94775
H 0.07580 -1.44709 1.91098

---

[2]
52
Properties=species:S:1:pos:R:3 method="wB97M-V/def2-TZVPD" gap_ev=9.27 total_energy_ha=-1404.94305 smiles="C=CCNC(=O)NC(=O)Cn1c(=O)c2c(ncn2CC)n(Cc2ccccc2)c1=O" relative_energy_kj_mol=0.00 spin_multiplicity=1 e_lumo_ev=0.7
C 2.98104 0.83300 6.11093
C 2.07876 0.51498 5.20341
C 1.80342 -0.88761 4.74548
N 1.91080 -0.99633 3.30609
C 2.89264 -1.68458 2.71786
O 3.72540 -2.36883 3.26448
N 2.91163 -1.59782 1.29586
C 2.13046 -0.85094 0.47835
O 1.26554 -0.09000 0.85961
C 2.44827 -1.01266 -1.00772
N 1.24864 -0.71075 -1.76313
C 0.17476 -1.53996 -1.45101
O 0.33463 -2.50531 -0.73401
N -1.03516 -1.23309 -2.01715
C -1.14482 -0.12635 -2.79898
C -0.05622 0.68839 -3.08301
N -0.54602 1.67605 -3.90634
C -1.85383 1.41018 -4.06016
N -2.25409 0.33349 -3.41779
H -2.50549 2.01469 -4.65945
C 0.19908 2.79779 -4.41819
C 0.38550 3.86577 -3.34472
H -0.57682 4.19472 -2.95844
H 0.90775 4.72022 -3.76505
H 0.97882 3.46521 -2.52707
H 1.17772 2.43704 -4.74391
H -0.34519 3.20112 -5.27587
C 1.24515 0.44995 -2.54287
O 2.25290 1.11144 -2.70596
C -2.22330 -1.98323 -1.62636
C -2.84844 -1.34269 -0.41407
C -2.38485 -1.65701 0.85702
C -2.92073 -1.02807 1.96674
C -3.92062 -0.08219 1.81456
C -4.37997 0.23880 0.54837
C -3.84332 -0.38604 -0.56384
H -4.18715 -0.12948 -1.55508
H -5.15676 0.97963 0.42659
H -4.33978 0.40681 2.68189
H -2.55766 -1.27719 2.95306
H -1.59788 -2.38753 0.96957
H -1.90276 -3.00347 -1.40617
H -2.90713 -1.96417 -2.47604
H 2.78526 -2.02762 -1.22887
H 3.20540 -0.28137 -1.30867
H 3.60903 -2.20496 0.88587
H 1.30931 -0.42712 2.71870
H 0.78877 -1.18017 5.04359
H 2.52109 -1.58556 5.18132
H 1.48000 1.27834 4.72336
H 3.14823 1.85166 6.41718
H 3.58801 0.08285 6.59006

---

[3]
121
Properties=species:S:1:pos:R:3 method="wB97M-V/def2-TZVPD" gap_ev=2.00 total_energy_ha=-6810.46734 charge=+2 spin_multiplicity=1 e_lumo_ev=-9.7
C -0.42297 -3.44084 2.31032
C 0.44382 -4.12740 1.07941
P 0.31469 -3.10540 -0.57437
C 2.04552 -2.79075 -1.31915
C -0.53024 -1.46133 0.00164
C -2.06440 -1.19113 -0.53291
C -2.74052 -2.34222 -1.51080
O -2.43634 -2.22125 -2.83320
O -3.57171 -3.46954 -1.06255
C -3.90425 -4.39417 -2.15726
O -4.94501 -3.91666 -3.08339
N -5.77402 -3.02833 -2.50825
O -6.02770 -2.08647 -3.24492
C -2.77364 0.21641 -0.07767
C -4.32304 0.48188 -0.60588
C -5.42160 0.66282 0.59666
C -6.66667 -0.40004 0.57668
C -6.56850 -2.03305 0.48223
C -7.90240 -3.03571 0.50557
C -9.43807 -2.40521 0.66308
C -9.54695 -0.74843 0.75256
C -8.20686 0.23761 0.71090
C -1.92739 1.30008 0.87612
C -2.72603 2.69858 1.21899
C -3.07438 3.60328 -0.14537
O -4.50760 3.90779 -0.28345
C -4.67812 5.35241 -0.51637
C -5.10892 6.26156 0.81310
O -4.47275 5.86653 -1.74225
N -0.50340 0.96833 1.37356
C 0.19890 1.96220 2.27256
C 0.65397 3.28787 1.36933
O 1.29787 3.19152 0.18646
C 0.22410 -0.33699 0.98421
C 1.75531 -0.71767 1.43973
C 2.89484 0.06864 0.50079
C 4.42881 -0.50509 0.82640
O 5.28371 0.63030 1.21822
C 6.29298 0.07948 2.13695
H -0.56387 -4.25009 3.17635
H -1.52570 -3.14037 1.99534
H 0.11919 -2.52629 2.81441
H 1.58360 -4.26571 1.40568
H 0.00954 -5.19692 0.88949
H 2.88622 -2.66618 -0.48187
H 2.40939 -3.68921 -1.99698
H 2.11136 -1.81432 -1.98283
H -2.97362 -4.77421 -2.77641
H -4.35288 -5.37066 -1.63746
H -4.72803 -0.40859 -1.28719
H -4.39554 1.44386 -1.30954
H -5.90112 1.74613 0.44898
H -4.92648 0.64190 1.65892
H -5.52244 -2.55132 0.40562
H -7.70416 -4.20363 0.40978
H -10.40854 -3.09920 0.70448
H -10.62572 -0.28284 0.88468
H -8.41693 1.40343 0.79169
H -2.11457 3.44865 1.90607
H -3.74899 2.52509 1.81010
H -2.73750 2.91028 -1.05296
H -2.37016 4.53894 -0.15932
H -6.25104 6.57814 0.75066
H -4.90096 5.68683 1.82789
H -4.40084 7.20476 0.78404
H 1.06310 1.52688 2.92722
H -0.62666 2.34276 3.04708
H 0.43335 4.37517 1.80911
H 2.02968 -1.85224 1.37009
H 2.01936 -0.39262 2.55754
H 2.70023 -0.13513 -0.64695
H 2.94158 1.22141 0.72625
H 4.91001 -1.03414 -0.12707
H 4.43516 -1.31828 1.67956
H 6.64207 -0.95916 1.67236
H 5.76384 -0.07281 3.17695
H 7.20810 0.83381 2.22540
C -0.82999 8.51852 1.67321
F -0.89289 8.04880 0.38580
F 0.50357 8.70220 1.93760
F -1.37896 9.77523 1.63808
S -1.66932 7.38920 2.90308
O -0.96079 6.10566 2.80550
O -3.07102 7.30847 2.46976
O -1.50636 8.03996 4.21020
C -13.06839 1.22690 0.59449
O -13.15649 -0.17646 0.75885
H -12.12170 1.57505 1.01413
H -13.10521 1.47308 -0.46961
H -13.89649 1.70894 1.11978
H -14.00603 -0.45620 0.37741
K -5.20603 -1.41700 -4.76282
C 4.97019 -4.43093 -2.06998
O 4.15105 -5.13586 -1.30416
H 5.97170 -4.20556 -1.66562
H 5.23768 -4.85804 -3.05146
H 4.63920 -3.42200 -2.36964
C 10.93668 0.05526 0.98788
S 9.48051 0.24302 -0.06909
O 8.44691 -0.73280 0.40939
C 10.24142 -0.45520 -1.55458
H 10.68274 0.39786 1.99374
H 11.23622 -0.99475 1.02780
H 11.75399 0.66410 0.59454
H 10.58487 -1.47307 -1.35490
H 11.08188 0.17084 -1.86260
H 9.49444 -0.47488 -2.35163
B 8.29396 -5.99362 -3.55161
F 7.97963 -7.34580 -3.11976
F 9.41053 -6.02925 -4.48201
F 7.13427 -5.41271 -4.20834
F 8.65144 -5.18667 -2.39624
C 13.77730 -2.23831 -2.57564
Cl 13.34635 -0.67457 -1.86271
Cl 12.37717 -3.32422 -2.58640
Cl 14.40872 -2.02097 -4.21687
H 14.56030 -2.69211 -1.96276
Na -0.40603 10.90484 2.92836
O -0.04894 -0.75533 -3.34379
H -0.76313 -0.64178 -2.74357
Al 1.09397 0.79644 -0.98868

---

[4]
107
Properties=species:S:1:pos:R:3 method="wB97M-V/def2-TZVPD" gap_ev=5.94 total_energy_ha=-6307.87624 relative_energy_kj_mol=100.01 charge=-1 spin_multiplicity=1 e_lumo_ev=2.0
Pb 0.12280 1.11965 -0.31930
C -0.86073 0.81219 3.11336
C 0.46300 1.23170 3.42646
C 0.74129 2.36047 2.61574
C -0.42702 2.59151 1.81384
C -1.43419 1.65371 2.16720
C -2.89834 1.69380 1.77283
C -3.66271 2.52399 2.81661
C -3.10299 2.35048 0.40553
C -3.49406 0.28412 1.72919
C 1.92332 3.33896 2.55427
C 1.54245 4.58766 1.74207
C 3.15343 2.73467 1.85517
C 2.29879 3.87142 3.94608
C 1.24110 0.50336 4.53630
C 0.73213 -0.94044 4.68249
C 2.75106 0.36162 4.30878
C 0.97973 1.19093 5.88885
H -1.37120 -0.02017 3.57526
H -0.60455 3.51166 1.27354
H -3.27212 3.54312 2.85442
H -3.54458 2.08423 3.80854
H -4.73081 2.56873 2.57756
H -2.67119 3.35363 0.38126
H -4.17040 2.43472 0.17998
H -2.65442 1.75426 -0.39322
H -3.42168 -0.20138 2.70457
H -2.97220 -0.33703 0.99559
H -4.54967 0.32073 1.44727
H 1.31440 4.34215 0.70585
H 2.39288 5.27476 1.73150
H 0.69214 5.10724 2.19164
H 2.95318 2.60587 0.78989
H 3.43705 1.77056 2.26902
H 4.00861 3.41369 1.94467
H 1.41894 4.29792 4.43472
H 3.04913 4.66114 3.84333
H 2.71112 3.11644 4.60643
H 0.84855 -1.48521 3.74413
H -0.31576 -0.98532 4.97894
H 1.31444 -1.45591 5.45211
H 2.94518 -0.13185 3.35684
H 3.17783 -0.25320 5.10887
H 3.28334 1.30637 4.31133
H -0.09161 1.19290 6.10171
H 1.31683 2.22492 5.89009
H 1.49269 0.65999 6.69877
N -0.96419 2.64943 -2.33687
N 0.14138 3.26047 -2.94494
C 1.30985 3.51377 -2.18449
O 2.08866 4.34125 -2.63794
O 1.44210 2.82118 -1.11594
H -1.38697 1.98360 -2.97475
H -1.65780 3.32138 -2.02503
H -0.04047 3.98594 -3.62136
C -0.78570 -2.30137 1.19227
As 1.01449 -2.46935 0.53952
C 1.26693 -3.28513 -1.17221
C 1.84358 -3.72949 1.75462
S 2.16368 -0.69637 0.65230
H -1.04810 -3.21151 1.73131
H -1.45324 -2.08365 0.36395
H -0.76272 -1.44503 1.86708
H 0.76630 -4.25048 -1.24135
H 2.34847 -3.38908 -1.23893
H 0.88971 -2.59303 -1.92092
H 1.36929 -4.70818 1.66190
H 1.73881 -3.36128 2.77316
H 2.90053 -3.79961 1.50582
S 3.20622 0.46214 -3.23492
C 3.35216 -1.14781 -3.57857
N 2.66646 -1.85085 -4.52397
C 2.94072 -3.27809 -4.44877
C 4.27012 -3.29315 -3.67722
N 4.21641 -2.01738 -2.98619
H 1.77465 -1.49095 -4.82731
H 3.04449 -3.71531 -5.44199
H 2.15462 -3.81282 -3.91318
H 5.12392 -3.34929 -4.36065
H 4.32839 -4.12879 -2.97810
H 4.96901 -1.64075 -2.43669
O -0.94939 -1.21714 -1.41201
C -1.78593 -1.52945 -2.42756
C -3.22842 -1.07441 -2.13243
C -3.71252 0.18959 -2.30134
C -5.04400 0.36383 -1.83658
C -5.55972 -0.78085 -1.31584
S -4.43120 -2.06339 -1.39497
C -1.34658 -0.79794 -3.71443
C -0.14016 -0.18439 -3.86276
C 0.04759 0.40307 -5.14780
C -1.03061 0.21727 -5.95827
S -2.27508 -0.65257 -5.16107
C -1.73510 -3.05291 -2.68597
C -2.02969 -4.05579 -1.80529
C -1.73002 -5.35456 -2.29798
C -1.18348 -5.32213 -3.54533
S -1.06113 -3.71697 -4.12203
H -3.12795 0.97842 -2.75406
H -5.58589 1.29773 -1.88913
H -6.53829 -0.94050 -0.89265
H 0.59157 -0.15411 -3.06804
H 0.94056 0.94616 -5.42491
H -1.16992 0.56095 -6.97112
H -2.42492 -3.87640 -0.81671
H -1.90924 -6.26645 -1.74468
H -0.86740 -6.15217 -4.15679

---

[5]
3
Properties=species:S:1:pos:R:3 method="wB97M-V/def2-TZVPD" gap_ev="6.77 / 8.27" total_energy_ha=-2410.44016 charge=+1 spin_multiplicity=9 e_lumo_ev="-4.5 / -5.7"
Fe 0.62122 1.57486 -1.65310
Ti -0.57036 -0.74413 2.29650
I -0.05086 -0.83073 -0.64340

---

[6]
20
Properties=species:S:1:pos:R:3 method="wB97M-V/def2-TZVPD" gap_ev=11.06 total_energy_ha=-364.83009 relative_energy_kj_mol=88.12 charge=+1 spin_multiplicity=1 e_lumo_ev=-3.0
C 0.97810 0.76871 3.09809
N 0.81731 1.37829 1.74247
C 1.99915 2.23275 1.36382
H 0.15519 1.04278 3.75204
H 1.03005 -0.30899 2.97708
H 1.87154 1.10937 3.58624
H 0.00656 1.99280 1.72821
H 0.71291 0.68297 1.01351
H 1.87243 2.48761 0.32077
H 2.90201 1.63059 1.42363
H 2.04686 3.05740 2.05981
H 0.78315 -0.15969 -1.38329
H 0.27290 -1.40715 -0.80523
O 0.67702 -0.57551 -0.51858
H -2.35024 -1.27432 -1.52431
H -1.96444 -2.31535 -2.62328
O -1.62231 -1.63811 -2.03459
H -3.79336 -3.15583 -4.12810
H -3.13844 -3.02877 -5.43036
O -3.25637 -2.51955 -4.61794

---

[7]
39
Properties=species:S:1:pos:R:3 method="wB97M-V/def2-TZVPD" gap_ev=10.46 total_energy_ha=-1601.01112 charge=+1 spin_multiplicity=1 e_lumo_ev=-2.9
C -1.12320 1.06887 -0.68844
C -1.31642 0.50396 0.72446
C -1.67977 -0.96868 0.74579
N -0.63455 -1.86225 0.14099
P 0.94514 -1.61483 0.47109
C 2.10025 -2.60034 -0.51266
C 1.53417 -3.92612 -1.07389
C 1.35411 -4.05468 -2.59954
S 0.99267 -2.61057 -3.57787
O 0.33004 -1.62928 -2.76222
O 0.45513 -3.08060 -4.80267
O 2.44366 -2.03160 -3.90523
H -0.47310 1.94574 -0.66588
H -2.07597 1.40427 -1.09550
H -0.68160 0.34368 -1.37507
H -2.14875 1.01940 1.20368
H -0.45293 0.72499 1.36396
H -2.56579 -1.12016 0.12822
H -1.91392 -1.29953 1.75991
H -0.88627 -2.83626 0.27532
H 1.26306 -1.88521 1.81094
H 1.24016 -0.27043 0.27906
H 2.53432 -1.96885 -1.28043
H 2.90693 -2.81425 0.19496
H 2.21488 -4.72544 -0.78390
H 0.58925 -4.16965 -0.58812
H 0.50632 -4.70947 -2.80289
H 2.23320 -4.49225 -3.07224
H 2.57911 -1.20413 -3.41973
C -0.32990 4.86709 3.30114
C -0.86542 5.79524 2.22538
O -1.64945 4.89981 1.42475
C -2.01946 3.85349 2.18946
O -2.83389 3.04229 1.87961
O -1.34430 3.85517 3.35937
H -0.22182 5.33137 4.27665
H 0.61256 4.39884 3.01179
H -1.52279 6.56640 2.62751
H -0.09566 6.25395 1.61220

---

[8]
16
Properties=species:S:1:pos:R:3 method="wB97M-V/def2-TZVPD" gap_ev=10.75 total_energy_ha=-345.97100 smiles=COCOC.O relative_energy_kj_mol=114.08 spin_multiplicity=1 e_lumo_ev=0.7
O 0.88326 -0.43148 1.03332
O 0.90469 1.44642 2.35561
C 0.00000 0.00000 0.00000
C 0.50359 0.94770 3.63187
C 1.67456 0.54103 1.58984
H 0.46500 0.43404 -0.90111
H -0.78546 0.68746 0.35644
H -0.47007 -0.95944 -0.27407
H 0.09590 -0.06937 3.50552
H -0.29997 1.60506 4.00442
H 1.30785 0.91318 4.38591
H 2.37630 0.02602 2.27378
H 2.27629 1.06862 0.82497
O -2.99517 2.25267 -0.11043
H -2.91120 1.92102 -1.03304
H -3.95152 2.46021 -0.00754